(A)
DFT (ωB97M-V/def2-TZVPD) results for a 4-piece molecular cluster, C3H7N5O overall.

Results
**E_LUMO**: -1.3 eV
**HOMO**: -0.29498 Eh

Geometry as XYZ:
```
16
C3H7N5O, DFT ωB97M-V/def2-TZVPD
C 1.048 -0.741 0.009
C -1.181 -0.499 0.053
C 0.824 0.529 -0.134
H 2.557 -1.818 0.862
H 2.497 -1.817 -0.915
H -2.177 -1.882 0.960
H -2.968 -1.878 -0.834
H -0.849 2.513 1.762
H -2.686 1.533 -0.693
H 2.447 1.537 -0.361
N 2.268 -1.352 -0.080
N -0.227 -1.343 0.055
N -2.434 -1.051 0.158
N -0.675 0.748 -0.216
N -1.137 1.944 -0.205
O 1.558 1.682 0.209
```

---

(B)
DFT (ωB97M-V/def2-TZVPD) results for a 2-piece molecular cluster, C3H7N5O overall.

Results
**E_LUMO (alpha / beta)**: 0.1 / 0.1 eV
**HOMO (alpha / beta)**: -0.28711 / -0.28670 Eh

Geometry as XYZ:
```
16
C3H7N5O, DFT ωB97M-V/def2-TZVPD
C -0.838 1.046 -1.074
N 0.515 -0.978 -0.513
C 0.603 -0.642 0.776
C -0.155 -0.216 -1.515
N 1.172 -2.188 -0.889
N -0.670 0.764 2.099
N -0.847 1.949 2.142
N 1.109 -0.754 1.859
O -0.131 -0.628 -2.650
H 0.485 -2.754 -1.380
H 1.887 -1.940 -1.568
H -0.518 2.395 3.030
H 0.420 -0.123 2.565
H -1.232 1.536 -1.961
H -0.158 1.715 -0.547
H -1.642 0.818 -0.375
```

---

It is (A) that is the least stable of them.

---

(A)
DFT (ωB97M-V/def2-TZVPD) results for a 2-piece molecular cluster, C11H18O overall.

Results
**E_LUMO**: 0.9 eV
**SMILES**: CCc1ccc(O)cc1.CCC
**HOMO**: -0.30906 Eh

Geometry as XYZ:
```
30
C11H18O, DFT ωB97M-V/def2-TZVPD
C 1.551 -2.053 0.855
C 0.577 -0.973 0.375
C -0.781 -0.988 1.044
C -1.804 -1.793 0.539
C -3.063 -1.769 1.122
C -3.311 -0.945 2.211
O -4.541 -0.879 2.813
C -2.321 -0.121 2.713
C -1.068 -0.154 2.111
H 1.202 -3.032 0.520
H 1.639 -2.090 1.940
H 2.530 -1.853 0.418
H 1.001 0.015 0.581
H 0.462 -1.060 -0.704
H -1.638 -2.427 -0.323
H -3.849 -2.424 0.760
H -5.143 -1.493 2.399
H -2.517 0.567 3.523
H -0.286 0.490 2.500
C 1.416 2.115 -3.503
C 1.531 1.739 -2.023
C 2.766 2.340 -1.339
H 2.362 1.897 -4.004
H 0.654 1.524 -4.006
H 1.203 3.180 -3.576
H 0.626 2.052 -1.499
H 1.623 0.654 -1.932
H 2.685 3.429 -1.312
H 2.830 1.989 -0.312
H 3.665 2.061 -1.888
```

---

(B)
DFT (ωB97M-V/def2-TZVPD) results for a 2-piece molecular cluster, C11H18O overall.

Results
**E_LUMO**: 0.8 eV
**SMILES**: CCc1ccc(O)cc1.CCC
**HOMO**: -0.30519 Eh

Geometry as XYZ:
```
30
C11H18O, DFT ωB97M-V/def2-TZVPD
C -2.125 -1.692 2.238
C -2.286 -0.777 0.958
C -1.470 0.444 0.803
C -0.789 1.042 1.895
C -0.024 2.216 1.547
C 0.113 2.660 0.262
O 0.814 3.740 -0.112
C -0.497 2.011 -0.781
C -1.211 0.898 -0.511
H -2.209 -2.819 1.997
H -2.611 -1.312 3.308
H -1.114 -1.519 2.751
H -2.085 -1.493 0.096
H -3.275 -0.365 1.085
H -0.677 0.851 2.953
H 0.419 2.809 2.393
H 1.334 4.181 0.545
H -0.622 2.356 -1.801
H -1.738 0.292 -1.187
C 2.523 -2.063 -0.812
C 1.401 -1.105 -1.402
C 1.602 -0.404 -2.715
H 2.062 -3.005 -1.442
H 3.543 -1.983 -1.210
H 2.590 -2.315 0.240
H 1.077 -0.319 -0.735
H 0.399 -1.717 -1.250
H 2.327 0.368 -2.468
H 0.654 0.014 -3.191
H 1.876 -0.994 -3.454
```

---

It is (B) that is the least stable of them.

---

(A)
DFT (ωB97M-V/def2-TZVPD) results for one molecule with the formula C15H22N2O3S.

Results
**E_LUMO**: 0.7 eV
**SMILES**: COC(=O)[C@H](CCSC)NC(=O)Nc1cc(C)ccc1C
**HOMO**: -0.31639 Eh

Geometry as XYZ:
```
43
C15H22N2O3S, DFT ωB97M-V/def2-TZVPD
C 0.204 -2.018 4.538
O 0.537 -2.168 3.163
C 0.043 -1.243 2.343
O -0.687 -0.353 2.690
C 0.462 -1.455 0.886
C 1.857 -2.073 0.758
C 2.209 -2.351 -0.694
S 1.034 -3.469 -1.529
C 1.464 -5.039 -0.728
N 0.371 -0.194 0.182
C 1.057 0.885 0.680
O 1.952 0.799 1.496
N 0.710 2.096 0.136
C -0.373 2.363 -0.727
C -1.378 3.220 -0.287
C -2.465 3.532 -1.087
C -3.528 4.469 -0.602
C -2.532 2.966 -2.354
C -1.525 2.135 -2.806
C -0.425 1.824 -2.016
C 0.674 0.966 -2.568
H 0.592 -1.070 4.914
H 0.665 -2.855 5.056
H -0.880 -2.033 4.669
H -0.266 -2.138 0.429
H 2.586 -1.372 1.169
H 1.889 -2.990 1.346
H 3.200 -2.797 -0.778
H 2.180 -1.431 -1.275
H 2.526 -5.228 -0.856
H 1.204 -5.004 0.326
H 0.886 -5.811 -1.224
H -0.524 0.018 -0.235
H 1.069 2.881 0.661
H -1.303 3.639 0.707
H -3.271 5.494 -0.871
H -3.625 4.419 0.480
H -4.488 4.233 -1.055
H -3.373 3.188 -2.995
H -1.582 1.722 -3.803
H 1.597 1.124 -2.016
H 0.413 -0.091 -2.509
H 0.842 1.209 -3.615
```

---

(B)
DFT (ωB97M-V/def2-TZVPD) results for one molecule with the formula C15H22N2O3S.

Results
**E_LUMO**: 0.8 eV
**SMILES**: COC(=O)[C@H](CCSC)NC(=O)Nc1cc(C)ccc1C
**HOMO**: -0.31098 Eh

Geometry as XYZ:
```
43
C15H22N2O3S, DFT ωB97M-V/def2-TZVPD
C -2.732 -3.304 0.806
O -2.677 -1.986 0.273
C -1.563 -1.309 0.518
O -0.664 -1.719 1.208
C -1.512 0.072 -0.144
C -2.508 0.263 -1.293
C -3.926 0.517 -0.816
S -4.036 2.073 0.148
C -5.813 2.023 0.508
N -0.151 0.271 -0.603
C 0.430 -0.714 -1.357
O -0.213 -1.550 -1.961
N 1.791 -0.623 -1.483
C 2.697 -0.044 -0.578
C 2.481 -0.141 0.794
C 3.369 0.422 1.697
C 3.127 0.321 3.172
C 4.494 1.073 1.205
C 4.724 1.149 -0.156
C 3.837 0.599 -1.070
C 4.084 0.680 -2.546
H -3.707 -3.701 0.534
H -2.612 -3.280 1.891
H -1.936 -3.912 0.374
H -1.718 0.820 0.631
H -2.166 1.117 -1.881
H -2.487 -0.621 -1.931
H -4.278 -0.290 -0.176
H -4.595 0.625 -1.671
H -6.042 1.126 1.078
H -6.042 2.906 1.095
H -6.373 2.039 -0.423
H 0.458 0.844 -0.041
H 2.180 -1.210 -2.208
H 1.622 -0.689 1.156
H 2.249 -0.284 3.378
H 2.976 1.313 3.599
H 3.987 -0.126 3.669
H 5.199 1.515 1.894
H 5.609 1.651 -0.520
H 4.356 -0.299 -2.943
H 3.188 1.016 -3.065
H 4.896 1.370 -2.760
```

---

It is (B) that is the least stable of them.

---

(A)
DFT (ωB97M-V/def2-TZVPD) results for an isolated ion of composition C4H13N2S and charge +1.

Results
**E_LUMO**: -3.8 eV
**Charge**: +1
**SMILES**: CNC[C@H]([NH3+])CS
**HOMO**: -0.46850 Eh

Geometry as XYZ:
```
20
C4H13N2S, DFT ωB97M-V/def2-TZVPD
C 2.694 -0.427 -2.271
N 1.478 -0.558 -1.499
C 1.449 0.120 -0.232
C -0.003 0.586 0.208
N 0.326 1.242 1.529
C -0.906 -0.633 0.298
S -2.661 -0.184 0.731
H 3.476 -1.126 -1.986
H 2.522 -0.465 -3.356
H 3.147 0.520 -1.987
H 1.213 -1.528 -1.498
H 1.713 -0.448 0.716
H 2.082 1.000 -0.146
H -0.343 1.333 -0.549
H -0.304 0.931 2.270
H 1.231 1.152 2.012
H 0.492 2.235 1.237
H -0.595 -1.272 1.161
H -0.829 -1.435 -0.450
H -2.598 -0.204 2.029
```

---

(B)
DFT (ωB97M-V/def2-TZVPD) results for an isolated ion of composition C4H13N2S and charge +1.

Results
**E_LUMO**: -3.4 eV
**Charge**: +1
**SMILES**: [NH3+]CCNCCS
**HOMO**: -0.44472 Eh

Geometry as XYZ:
```
20
C4H13N2S, DFT ωB97M-V/def2-TZVPD
N 1.831 1.080 -0.958
C 1.634 0.758 0.484
C 0.160 1.090 0.801
N -0.639 0.791 -0.367
C -0.908 -0.629 -0.588
C -1.520 -1.374 0.600
S -2.498 -2.822 0.119
H 2.274 0.381 -1.542
H 2.209 2.017 -1.119
H 0.833 1.207 -1.292
H 1.868 -0.289 0.656
H 2.288 1.376 1.091
H -0.120 0.635 1.748
H 0.111 2.189 0.904
H -1.472 1.372 -0.308
H 0.041 -1.101 -0.861
H -1.594 -0.743 -1.422
H -0.815 -1.724 1.352
H -2.192 -0.697 1.126
H -1.491 -3.518 -0.424
```

---

It is (A) that is the least stable of them.

---

(A)
DFT (ωB97M-V/def2-TZVPD) results for an isolated ion of composition C4H13N2S and charge +1.

Results
**E_LUMO**: -3.4 eV
**Charge**: +1
**SMILES**: NC[C@H]([NH3+])CCS
**HOMO**: -0.45668 Eh

Geometry as XYZ:
```
20
C4H13N2S, DFT ωB97M-V/def2-TZVPD
N 1.854 -2.088 0.071
C 1.550 -0.680 0.469
C 0.033 -0.448 0.368
N -0.330 -0.984 -0.966
C -0.255 1.043 0.568
C -1.718 1.439 -0.034
S -1.886 3.194 -0.083
H 2.863 -2.217 0.174
H 1.429 -2.755 0.755
H 2.179 0.002 -0.143
H 1.697 -0.767 1.529
H -0.476 -0.898 1.227
H -1.296 -1.240 -1.177
H 0.306 -1.825 -1.050
H -0.114 -0.287 -1.687
H 0.442 1.671 -0.022
H -0.478 1.383 1.563
H -2.410 1.065 0.719
H -2.052 0.995 -0.998
H -1.337 3.398 -1.284
```

---

(B)
DFT (ωB97M-V/def2-TZVPD) results for an isolated ion of composition C4H13N2S and charge +1.

Results
**E_LUMO**: -3.7 eV
**Charge**: +1
**SMILES**: NC[C@H]([NH3+])CCS
**HOMO**: -0.47917 Eh

Geometry as XYZ:
```
20
C4H13N2S, DFT ωB97M-V/def2-TZVPD
N 2.704 -1.038 -0.518
C 1.325 -0.881 -0.878
C 0.443 0.020 0.008
N -0.203 -0.812 1.105
C -0.650 0.755 -0.745
C -1.526 1.611 0.181
S -3.212 1.003 0.431
H 3.258 -0.191 -0.573
H 2.860 -1.392 0.424
H 0.876 -1.878 -0.917
H 1.233 -0.511 -1.898
H 1.043 0.772 0.510
H -0.505 -0.241 1.904
H 0.421 -1.556 1.420
H -1.051 -1.272 0.739
H -1.234 0.056 -1.343
H -0.126 1.401 -1.444
H -1.708 2.588 -0.246
H -0.976 1.849 1.097
H -2.971 -0.282 0.743
```

---

(C)
DFT (ωB97M-V/def2-TZVPD) results for an isolated ion of composition C4H13N2S and charge +1.

Results
**E_LUMO**: -3.2 eV
**Charge**: +1
**HOMO**: -0.50517 Eh

Geometry as XYZ:
```
20
C4H13N2S, DFT ωB97M-V/def2-TZVPD
C 0.272 0.142 3.060
C -1.343 0.926 -1.337
C 0.609 0.979 1.824
C 0.824 -0.914 -2.194
N 0.157 0.113 0.621
N -0.228 -1.727 -2.248
S 0.395 0.795 -0.922
H -0.593 -0.458 2.893
H 1.052 -0.525 3.373
H 0.043 0.797 3.981
H -1.464 1.823 -0.721
H -1.991 0.203 -1.028
H -1.389 1.195 -2.411
H 0.055 1.878 1.797
H 1.673 1.334 1.822
H 1.729 -1.303 -1.680
H 0.976 -0.359 -3.013
H -0.328 -2.561 -1.615
H -0.995 -1.518 -2.881
H 0.548 -0.819 0.680
```

---

It is (C) that is the least stable of them.

---

(A)
DFT (ωB97M-V/def2-TZVPD) results for one molecule with the formula C4H4.

Results
**E_LUMO**: 1.0 eV
**SMILES**: C#CC=C
**HOMO**: -0.34300 Eh

Geometry as XYZ:
```
8
C4H4, DFT ωB97M-V/def2-TZVPD
C -1.870 -0.174 -0.022
C -0.726 0.151 0.033
C 0.655 0.524 -0.023
C 1.613 -0.418 0.006
H -2.865 -0.525 0.029
H 0.850 1.572 0.013
H 2.627 -0.052 0.012
H 1.355 -1.490 -0.019
```

---

(B)
DFT (ωB97M-V/def2-TZVPD) results for a 2-piece molecular cluster, C4H4 overall.

Results
**E_LUMO**: 1.2 eV
**SMILES**: C#C.C#C
**HOMO**: -0.38825 Eh

Geometry as XYZ:
```
8
C4H4, DFT ωB97M-V/def2-TZVPD
C -2.452 -0.029 -0.036
C -1.337 -0.158 -0.426
H -3.549 -0.029 0.352
H -0.310 -0.239 -0.540
C 1.642 -0.005 0.677
C 2.187 0.287 -0.337
H 1.152 -0.324 1.644
H 2.666 0.496 -1.334
```

---

It is (B) that is the least stable of them.

---

(A)
DFT (ωB97M-V/def2-TZVPD) results for H2KO as an isolated structure.

Results
**E_LUMO**: -4.6 eV
**Charge**: +1
**HOMO**: -0.53386 Eh

Geometry as XYZ:
```
4
H2KO, DFT ωB97M-V/def2-TZVPD
O -0.072 0.957 0.137
H -1.008 0.698 -0.025
H -0.115 1.912 0.370
K 1.196 -3.567 -0.482
```

---

(B)
DFT (ωB97M-V/def2-TZVPD) results for H2KO as an isolated structure.

Results
**E_LUMO**: -4.3 eV
**Charge**: +1
**HOMO**: -0.57890 Eh

Geometry as XYZ:
```
4
H2KO, DFT ωB97M-V/def2-TZVPD
O 0.247 0.487 -0.015
H 0.365 1.209 -0.673
H 1.094 0.468 0.485
K -1.707 -2.164 0.203
```

---

It is (A) that is the least stable of them.

---

(A)
DFT (ωB97M-V/def2-TZVPD) results for one molecule with the formula C3H3FN2S.

Results
**E_LUMO**: 0.7 eV
**SMILES**: Fc1c[nH]c(=S)[nH]1
**HOMO**: -0.28729 Eh

Geometry as XYZ:
```
10
C3H3FN2S, DFT ωB97M-V/def2-TZVPD
F 2.731 -0.691 0.008
C 1.525 -0.093 -0.079
C 1.136 1.218 -0.031
N -0.210 1.236 0.046
C -0.751 -0.006 0.156
S -2.400 -0.324 -0.049
N 0.361 -0.880 0.040
H 1.761 2.134 -0.203
H -0.943 1.895 0.085
H 0.480 -1.836 -0.055
```

---

(B)
DFT (ωB97M-V/def2-TZVPD) results for one molecule with the formula C3H3FN2S.

Results
**E_LUMO**: 0.7 eV
**SMILES**: Fc1c[nH]c(=S)[nH]1
**HOMO**: -0.28775 Eh

Geometry as XYZ:
```
10
C3H3FN2S, DFT ωB97M-V/def2-TZVPD
F 0.081 0.173 -2.498
C 0.013 0.002 -1.177
C -1.117 -0.197 -0.474
N -0.681 -0.137 0.851
C 0.642 0.068 1.011
S 1.549 0.216 2.349
N 1.040 0.091 -0.314
H -2.192 -0.124 -0.821
H -1.367 -0.455 1.589
H 2.032 0.364 -0.515
```

---

It is (A) that is the least stable of them.